(1)
C8H31O8 | ωB97M-V/def2-TZVPD

Cartesian coordinates (Å):
1 C 7.63872 0.49618 -6.39028
2 O 7.14229 0.41963 -7.66088
3 H 6.86504 0.59632 -5.58568
4 H 8.22286 -0.43969 -6.16630
5 H 8.39331 1.31757 -6.24303
6 C 3.71225 -1.20376 -6.89483
7 O 4.39511 -0.10232 -7.40555
8 H 3.89292 -1.35436 -5.81940
9 H 2.63902 -1.06039 -7.05162
10 H 3.97819 -2.15118 -7.39002
11 H 5.31666 -0.06857 -7.08142
12 C 9.61303 1.72372 -3.13730
13 O 8.95342 2.45073 -2.09546
14 H 9.08113 0.79018 -3.34609
15 H 9.65561 2.29734 -4.06099
16 H 10.60131 1.43777 -2.77753
17 H 8.46275 3.18901 -2.46115
18 C 10.89973 -2.57243 -7.45375
19 O 12.12077 -3.23761 -7.06895
20 H 10.17002 -3.35106 -7.66560
21 H 10.57601 -1.98356 -6.59362
22 H 11.03894 -1.87932 -8.27918
23 H 11.96933 -4.18308 -7.03988
24 C 9.26657 -0.00570 -10.84392
25 O 8.08866 0.55884 -10.35148
26 H 10.09680 0.13858 -10.13320
27 H 9.21291 -1.07855 -11.08840
28 H 9.61769 0.48253 -11.76240
29 H 8.05436 0.37056 -9.37982
30 C 4.81651 0.50613 -3.05119
31 O 4.10482 -0.72360 -3.06814
32 H 4.57981 1.12733 -3.92118
33 H 4.57853 1.05991 -2.14130
34 H 5.88329 0.30438 -3.15091
35 H 3.38084 -0.64634 -3.69281
36 C 5.22659 3.45984 -6.13976
37 O 5.82561 3.37767 -7.42552
38 H 4.43934 2.70562 -6.19476
39 H 5.89588 3.11134 -5.34200
40 H 4.91427 4.47916 -5.89854
41 H 6.77613 3.46989 -7.33156
42 C 8.94737 -3.56395 -4.39991
43 O 8.14239 -4.57846 -3.80815
44 H 9.72382 -4.00415 -5.02854
45 H 8.33227 -2.92458 -5.03583
46 H 9.32067 -2.85521 -3.65407
47 H 8.65708 -5.00094 -3.11665

Atomic forces in eV per Å
C 0.5 -0.6 -1.0
O 0.0 0.0 0.5
H 0.2 0.1 0.0
H -0.1 0.2 0.6
H -0.2 0.1 0.2
C 0.1 -0.3 0.2
O -0.4 0.2 0.3
H -0.1 0.0 0.0
H 0.0 0.1 0.0
H 0.1 0.1 0.0
H 0.5 0.1 -0.9
C -0.5 -0.2 0.2
O 0.2 0.0 0.1
H -0.1 0.1 -0.1
H 0.2 0.0 0.0
H 0.1 0.3 -0.1
H 0.0 -0.1 -0.2
C 0.2 -0.5 1.0
O 0.3 0.4 -0.3
H -0.4 0.4 -0.3
H -0.3 0.0 -0.1
H 0.2 -0.3 -0.2
H -0.1 0.1 -0.1
C 0.8 0.1 0.1
O 0.3 -0.3 0.1
H 0.0 -0.2 0.0
H -0.2 0.0 0.2
H -0.4 0.2 0.0
H -0.8 0.3 0.0
C 0.0 0.1 -0.5
O -0.1 -0.1 0.0
H -0.2 0.0 0.1
H 0.2 0.0 0.0
H 0.0 0.0 0.4
H 0.0 0.0 0.0
C 0.5 -0.9 -0.4
O 0.1 0.7 0.3
H -0.5 0.5 0.3
H 0.1 0.1 -0.1
H -0.4 -0.1 0.0
H 0.1 -0.3 -0.1
C -0.4 0.4 -0.1
O -0.1 0.1 -0.1
H 0.3 0.2 0.2
H -0.3 -0.4 -0.1
H 0.4 -0.3 0.0
H 0.0 0.0 0.0

Frontier orbital gap   6.07 eV
Relative energy (zero: lowest compared OMol25 entry of this formula, charge and spin)   18.2 kcal per mole
Electronic energy   -925.16998 Eh
Net charge   -1
Highest occupied orbital energy   -0.127 Ha



(2)
C4H3FO3 | ωB97M-V/def2-TZVPD

Cartesian coordinates (Å):
1 O 0.15271 -1.95775 -2.33257
2 C 0.02443 -1.28571 -1.36356
3 O -0.58830 -1.64200 -0.22456
4 C -0.54792 -0.58915 0.72900
5 C 0.20382 0.47960 -0.01573
6 C 0.55039 1.69966 0.40142
7 F 0.19829 2.08793 1.63671
8 O 0.52254 -0.00884 -1.25262
9 H -1.57409 -0.28141 0.99559
10 H -0.02566 -0.91761 1.63209
11 H 1.08380 2.41526 -0.20576

Atomic forces in eV per Å
O -0.1 0.2 0.4
C 0.3 -0.1 -0.5
O -0.2 -0.3 0.0
C -0.2 0.4 0.2
C 0.2 1.0 0.8
C -0.2 -1.1 -0.8
F 0.0 0.1 0.1
O -0.1 -0.1 -0.1
H 0.4 -0.2 -0.1
H -0.1 0.0 -0.1
H 0.0 0.1 0.2

Frontier orbital gap   10.35 eV
Relative energy (zero: lowest compared OMol25 entry of this formula, charge and spin)   0.0 kcal per mole
Electronic energy   -479.79036 Eh
Highest occupied orbital energy   -0.357 Ha
SMILES string   O=C1OC/C(=C\F)O1



(3)
C4H2IO2 | ωB97M-V/def2-TZVPD

Cartesian coordinates (Å):
1 C 1.58509 -1.13233 -0.52352
2 C 0.42181 -0.73455 -0.15029
3 C -0.70504 -0.24506 0.02127
4 I -2.61268 -1.10932 0.39731
5 C -0.78061 1.34426 0.34256
6 O -1.85792 1.65836 0.89846
7 O 0.16485 2.04293 -0.14102
8 H 1.77276 -0.27566 -1.23776
9 H 2.01174 -1.54863 0.39298

Atomic forces in eV per Å
C 0.5 1.0 0.4
C -0.1 -2.1 -0.9
C -3.9 3.1 1.8
I 0.8 -0.4 -0.6
C -0.3 0.9 -0.7
O 1.4 0.2 -0.3
O -1.3 -1.4 1.1
H 1.4 -1.6 0.1
H 1.6 0.3 -0.8

Frontier orbital gap   7.40 eV
Relative energy (zero: lowest compared OMol25 entry of this formula, charge and spin)   25.2 kcal per mole
Electronic energy   -601.74946 Eh
Net charge   -1
Highest occupied orbital energy   -0.165 Ha
SMILES string   C=C=C(I)C(=O)[O-]



(4)
C19H28N4O2 | ωB97M-V/def2-TZVPD

Cartesian coordinates (Å):
1 O 1.36962 2.58326 0.60238
2 C 0.39492 2.24450 -0.03852
3 C 0.08918 2.80337 -1.42169
4 C 0.78644 1.94126 -2.50687
5 N 2.22535 2.02578 -2.45600
6 C 2.96666 1.11888 -1.73259
7 C 4.25362 1.39423 -1.28426
8 C 4.99721 0.41584 -0.65066
9 C 4.47409 -0.85124 -0.45528
10 C 3.19326 -1.14051 -0.89589
11 C 2.44643 -0.16405 -1.53036
12 N 1.14405 -0.42153 -1.97266
13 C 0.26466 0.51228 -2.37849
14 O -0.90314 0.24234 -2.59591
15 N -0.50841 1.34253 0.39260
16 C -0.37388 0.62992 1.64199
17 C 0.11913 -0.80628 1.45355
18 C -0.87719 -1.65307 0.65418
19 N -2.17524 -1.68730 1.29656
20 C -2.24892 -2.56845 2.44998
21 C -2.82795 -1.82588 3.65667
22 C -4.32053 -1.53311 3.53042
23 C -4.70718 -0.85020 2.21847
24 C -4.64198 -1.79870 1.01938
25 C -3.26294 -1.85551 0.35401
26 H 0.47365 3.82298 -1.48067
27 H -0.98366 2.80834 -1.61162
28 H 0.45658 2.31620 -3.48731
29 H 2.57529 2.97331 -2.42016
30 H 4.66189 2.38249 -1.43223
31 H 5.99266 0.64647 -0.30335
32 H 5.05600 -1.61220 0.04051
33 H 2.76946 -2.12429 -0.75087
34 H 0.79199 -1.36510 -1.86657
35 H -1.25935 1.05922 -0.21703
36 H -1.34697 0.61181 2.13777
37 H 0.34274 1.18994 2.24664
38 H 0.26937 -1.24426 2.44091
39 H 1.08257 -0.79294 0.94066
40 H -1.00890 -1.21148 -0.33619
41 H -0.45876 -2.66670 0.51124
42 H -1.24249 -2.91184 2.70642
43 H -2.85067 -3.46149 2.23479
44 H -2.65899 -2.42125 4.55705
45 H -2.28257 -0.88723 3.76805
46 H -4.61828 -0.89487 4.36611
47 H -4.88160 -2.46724 3.61846
48 H -4.05669 0.00662 2.04243
49 H -5.73099 -0.48181 2.31721
50 H -5.35872 -1.48091 0.25955
51 H -4.94496 -2.79603 1.34410
52 H -3.18464 -1.03952 -0.37141
53 H -3.17864 -2.80531 -0.20783

Atomic forces in eV per Å
O 0.3 0.1 0.1
C -0.3 0.4 -0.3
C 0.2 -0.2 0.0
C -0.5 0.4 0.0
N 0.1 0.3 -0.2
C 0.3 -0.5 0.1
C -0.2 -0.1 0.0
C 0.0 0.0 0.0
C 0.1 -0.1 0.0
C 0.0 0.2 -0.1
C 0.4 0.3 0.1
N 0.1 -0.5 0.0
C 0.0 0.1 -0.2
O -0.2 0.1 -0.1
N -0.4 -0.4 0.1
C 0.3 -0.1 0.3
C -0.3 0.1 -0.2
C 0.3 0.1 0.2
N 0.0 -0.1 -0.2
C 0.1 0.2 0.4
C -0.2 -0.3 0.0
C 0.2 0.2 0.0
C -0.2 -0.2 0.0
C 0.1 0.1 -0.1
C -0.2 -0.1 -0.1
H 0.0 -0.1 0.0
H 0.0 0.0 0.0
H 0.0 -0.2 0.2
H 0.0 -0.1 0.0
H 0.0 0.1 0.0
H 0.1 0.0 0.0
H 0.1 -0.1 0.0
H -0.1 -0.1 0.0
H -0.1 0.2 -0.1
H 0.0 0.2 -0.1
H 0.1 0.1 0.0
H -0.2 0.0 0.0
H 0.1 -0.1 0.1
H 0.1 0.0 0.1
H 0.0 0.0 -0.1
H -0.1 0.0 -0.1
H 0.0 0.0 -0.1
H 0.1 -0.1 0.0
H 0.0 0.0 0.1
H 0.1 0.0 0.0
H -0.1 -0.1 0.0
H -0.1 0.0 0.0
H 0.0 0.2 0.0
H 0.0 0.1 0.0
H 0.0 -0.1 0.0
H -0.1 0.0 0.0
H 0.0 -0.1 0.0
H 0.0 0.1 0.0

Frontier orbital gap   8.59 eV
Relative energy (zero: lowest compared OMol25 entry of this formula, charge and spin)   14.8 kcal per mole
Electronic energy   -1110.36202 Eh
Highest occupied orbital energy   -0.286 Ha
SMILES string   O=C(C[C@H]1Nc2ccccc2NC1=O)NCCCN1CCCCCC1



Q: electronic energy of number 4 (C19H28N4O2)?
A: -1110.36202 Eh



Q: Look up the frontier orbital gap of the first one.
A: 6.07 eV



Q: Among the records above, which one has the lowest highest occupied orbital energy?
A: C4H3FO3



Q: electronic energy of number 1 (C8H31O8)?
A: -925.16998 Eh